# 1
The following is a DFT calculation (ωB97M-V/def2-TZVPD) of C20H31N3O2 in the gas phase in a non-equilibrium geometry.

The geometry in XYZ format:
```
56
C20H31N3O2 | the OMol25 dataset | ωB97M-V/def2-TZVPD
C 1.014 0.894 4.049
C 0.674 0.155 5.339
C 1.109 -1.313 5.331
C 0.511 -2.148 4.198
C -1.007 -2.283 4.290
C -1.609 -3.152 3.184
C -1.812 -2.403 1.859
C -0.538 -2.056 1.155
C 0.302 -3.181 0.611
N -0.268 -0.820 1.050
N 0.863 -0.405 0.427
C 1.092 0.913 0.186
O 0.397 1.827 0.552
C 2.360 1.102 -0.657
C 2.135 0.347 -1.956
O 2.328 -0.852 -2.043
N 1.676 1.105 -2.969
C 1.202 0.522 -4.206
C -0.242 0.004 -4.079
C -1.135 1.074 -3.517
C -1.482 1.066 -2.172
C -2.236 2.092 -1.629
C -2.660 3.136 -2.432
C -2.332 3.147 -3.778
C -1.570 2.125 -4.316
H 0.826 1.959 4.165
H 2.065 0.761 3.800
H 0.410 0.542 3.218
H -0.399 0.222 5.523
H 1.177 0.648 6.175
H 0.837 -1.764 6.289
H 2.198 -1.351 5.248
H 0.956 -3.147 4.234
H 0.782 -1.697 3.247
H -1.466 -1.295 4.245
H -1.256 -2.724 5.259
H -0.980 -4.030 3.024
H -2.589 -3.505 3.511
H -2.361 -1.480 2.047
H -2.409 -3.032 1.192
H 1.239 -3.262 1.162
H -0.230 -4.124 0.693
H 0.544 -3.010 -0.440
H 1.483 -1.084 -0.015
H 2.522 2.166 -0.817
H 3.211 0.668 -0.131
H 1.361 2.040 -2.761
H 1.868 -0.308 -4.454
H 1.267 1.285 -4.984
H -0.585 -0.310 -5.066
H -0.242 -0.864 -3.418
H -1.161 0.252 -1.539
H -2.475 2.075 -0.578
H -3.246 3.940 -2.013
H -2.667 3.957 -4.411
H -1.312 2.139 -5.366
```

Computed properties:
Frontier orbital gap: 9.8 eV
Charge: 0
SMILES: CCCCCCC/C(C)=N/NC(=O)CC(=O)NCCc1ccccc1
HOMO level: -8.991 eV

---

# 2
The following is a DFT calculation (ωB97M-V/def2-TZVPD) of a 2-piece molecular cluster, C20H31N3O4S overall in a non-equilibrium geometry.

The geometry in XYZ format:
```
59
C20H31N3O4S | the OMol25 dataset | ωB97M-V/def2-TZVPD
C 1.683 6.081 -4.131
N 1.824 4.922 -3.251
C 1.748 4.989 -1.916
O 1.559 6.048 -1.332
C 1.874 3.660 -1.151
C 0.493 2.992 -1.087
C 0.524 1.633 -0.384
S -1.013 0.698 -0.570
C -0.722 -0.042 -2.193
N 2.438 3.797 0.201
C 3.682 4.145 0.527
C 4.689 4.471 -0.559
O 4.024 4.179 1.698
H 0.696 6.529 -3.992
H 1.800 5.786 -5.175
H 2.437 6.830 -3.880
H 1.971 4.021 -3.677
H 2.530 3.007 -1.726
H -0.206 3.644 -0.560
H 0.127 2.853 -2.104
H 1.350 1.037 -0.774
H 0.695 1.795 0.680
H -0.626 0.745 -2.941
H -1.568 -0.676 -2.461
H 0.189 -0.638 -2.177
H 1.819 3.667 0.985
H 4.760 3.645 -1.262
H 5.661 4.633 -0.094
H 4.384 5.384 -1.067
O -6.887 -4.466 2.737
C -5.867 -4.609 3.392
O -5.870 -5.144 4.634
C -4.576 -4.198 2.813
C -4.515 -3.550 1.569
C -3.288 -3.172 1.022
C -2.084 -3.435 1.691
N -0.852 -3.094 1.113
C -0.743 -3.002 -0.354
C 0.695 -3.212 -0.825
C 1.708 -2.285 -0.136
C 1.251 -1.804 1.250
C 0.333 -2.806 1.950
C -2.145 -4.071 2.935
C -3.370 -4.447 3.492
H -6.803 -5.344 4.804
H -5.430 -3.335 1.021
H -3.291 -2.659 0.068
H -1.117 -2.035 -0.675
H -1.364 -3.772 -0.825
H 0.969 -4.249 -0.605
H 0.752 -3.081 -1.910
H 1.896 -1.410 -0.765
H 2.657 -2.824 -0.038
H 0.703 -0.865 1.143
H 2.126 -1.604 1.876
H 0.878 -3.735 2.150
H 0.026 -2.377 2.910
H -1.236 -4.302 3.478
H -3.378 -4.947 4.457
```

Computed properties:
Frontier orbital gap: 8.0 eV
Charge: 0
SMILES: CNC(=O)[C@H](CCSC)NC(C)=O.O=C(O)c1ccc(N2CCCCC2)cc1
HOMO level: -7.796 eV

---

# 3
The following is a DFT calculation (ωB97M-V/def2-TZVPD) of C20H31N3O4S in the gas phase in a non-equilibrium geometry.

The geometry in XYZ format:
```
59
C20H31N3O4S | the OMol25 dataset | ωB97M-V/def2-TZVPD
C -2.700 -0.085 7.377
C -2.099 0.426 6.105
C -0.846 1.026 6.118
C -0.271 1.508 4.954
C -0.966 1.382 3.770
S -0.271 1.978 2.237
O 1.013 2.574 2.509
O -1.240 2.786 1.553
N -0.158 0.534 1.385
C 0.880 -0.355 1.864
C 2.275 0.035 1.370
C 2.299 0.204 -0.153
C 2.135 -1.129 -0.883
O 1.795 -2.168 -0.355
N 2.446 -1.048 -2.198
C 2.118 -2.092 -3.138
C 0.882 -1.689 -3.957
N 1.112 -0.386 -4.563
C -0.060 0.469 -4.672
C -0.974 0.063 -5.834
O -0.265 0.067 -7.055
C 0.845 -0.804 -7.001
C 1.791 -0.434 -5.850
C 1.184 1.175 -0.574
C -0.166 0.681 -0.054
C -2.213 0.790 3.732
C -2.795 0.306 4.895
C -4.147 -0.334 4.851
H -3.647 0.413 7.579
H -2.032 0.087 8.217
H -2.898 -1.154 7.304
H -0.313 1.119 7.053
H 0.698 1.980 4.947
H 0.845 -0.332 2.955
H 0.639 -1.364 1.520
H 2.984 -0.739 1.667
H 2.559 0.981 1.833
H 3.268 0.623 -0.449
H 2.591 -0.142 -2.618
H 1.914 -2.999 -2.566
H 2.975 -2.264 -3.794
H 0.033 -1.607 -3.274
H 0.659 -2.480 -4.686
H -0.613 0.451 -3.731
H 0.298 1.488 -4.849
H -1.790 0.776 -5.956
H -1.394 -0.939 -5.649
H 1.352 -0.710 -7.962
H 0.495 -1.843 -6.885
H 2.614 -1.148 -5.800
H 2.201 0.563 -6.040
H 1.144 1.284 -1.660
H 1.381 2.153 -0.131
H -0.955 1.396 -0.290
H -0.414 -0.294 -0.487
H -2.719 0.721 2.782
H -4.846 0.202 5.492
H -4.537 -0.335 3.838
H -4.096 -1.363 5.207
```

Computed properties:
Frontier orbital gap: 9.3 eV
Charge: 0
SMILES: Cc1ccc(S(=O)(=O)N2CCC(C(=O)NCCN3CCOCC3)CC2)cc1C
HOMO level: -8.559 eV

---

# 4
The following is a DFT calculation (ωB97M-V/def2-TZVPD) of C20H31N5O4 in the gas phase.

The geometry in XYZ format:
```
60
C20H31N5O4 | the OMol25 dataset | ωB97M-V/def2-TZVPD
C -1.734 3.806 -0.735
C -0.361 3.252 -0.364
C -0.415 1.730 -0.295
C 0.095 3.905 0.956
N 0.957 3.110 1.808
N 0.393 2.177 2.686
C 1.416 1.305 3.025
C 1.184 0.288 4.100
C 2.134 -0.882 3.893
O 3.223 -0.938 4.433
N 1.698 -1.827 3.031
C 0.688 -1.747 1.962
C 1.522 -2.763 1.145
C 2.054 -2.290 -0.203
N 1.271 -2.724 -1.359
C 1.930 -3.586 -2.327
C 0.033 -2.202 -1.514
O -0.442 -1.487 -0.633
C -0.708 -2.546 -2.793
C -1.984 -1.792 -3.172
O -2.436 -1.956 -4.291
N -2.558 -1.010 -2.240
C -3.768 -0.299 -2.518
C -4.042 0.927 -1.710
C -3.684 1.049 -3.168
C 2.567 -2.740 2.291
C 2.503 1.528 2.263
C 2.211 2.674 1.405
O 2.839 3.179 0.489
H -2.479 3.501 0.006
H -1.733 4.898 -0.776
H -2.061 3.437 -1.708
H 0.361 3.527 -1.136
H -1.121 1.386 0.465
H -0.733 1.322 -1.257
H 0.559 1.292 -0.070
H 0.627 4.832 0.748
H -0.780 4.162 1.560
H -0.085 2.618 3.466
H 1.395 0.715 5.081
H 0.142 -0.039 4.073
H -0.302 -2.088 2.264
H 0.607 -0.766 1.495
H 1.034 -3.730 1.033
H 2.130 -1.198 -0.203
H 3.060 -2.685 -0.349
H 1.207 -4.121 -2.934
H 2.594 -3.022 -2.987
H 2.523 -4.329 -1.794
H -0.048 -2.439 -3.653
H -0.985 -3.604 -2.763
H -2.095 -0.943 -1.341
H -4.602 -0.929 -2.797
H -5.062 1.119 -1.409
H -3.291 1.221 -0.988
H -2.692 1.404 -3.411
H -4.457 1.320 -3.872
H 3.526 -2.281 2.035
H 2.751 -3.689 2.794
H 3.424 0.970 2.262
```

Computed properties:
Frontier orbital gap: 9.0 eV
Charge: 0
SMILES: CC(C)Cn1[nH]c(CC(=O)N2CC(CN(C)C(=O)CC(=O)NC3CC3)C2)cc1=O
HOMO level: -8.612 eV

---

# 5
The following is a DFT calculation (ωB97M-V/def2-TZVPD) of C20H31N5O4 in the gas phase.

The geometry in XYZ format:
```
60
C20H31N5O4 | the OMol25 dataset | ωB97M-V/def2-TZVPD
C -5.319 6.089 -2.041
C -4.328 4.937 -2.157
C -4.908 3.760 -2.932
C -3.839 4.439 -0.785
N -3.790 5.428 0.268
N -2.933 6.527 0.141
C -3.382 7.469 1.056
C -2.557 8.690 1.317
C -3.447 9.822 1.807
O -3.607 10.065 2.989
N -4.069 10.509 0.830
C -4.283 10.236 -0.595
C -5.446 11.261 -0.568
C -6.821 10.761 -0.985
N -7.129 10.969 -2.398
C -7.974 12.108 -2.714
C -6.576 10.129 -3.302
O -5.786 9.264 -2.930
C -6.971 10.312 -4.756
C -6.621 9.234 -5.785
O -7.179 9.273 -6.869
N -5.671 8.340 -5.461
C -5.286 7.309 -6.376
C -4.420 6.211 -5.854
C -5.856 5.930 -6.217
C -5.222 11.393 0.960
C -4.562 7.094 1.581
C -4.889 5.774 1.047
O -5.880 5.078 1.178
H -6.184 5.800 -1.440
H -4.865 6.971 -1.587
H -5.682 6.384 -3.028
H -3.454 5.308 -2.706
H -5.820 3.403 -2.449
H -5.153 4.046 -3.956
H -4.203 2.926 -2.977
H -4.536 3.689 -0.405
H -2.861 3.959 -0.874
H -1.955 6.270 0.220
H -1.829 8.488 2.104
H -2.022 8.975 0.409
H -3.437 10.493 -1.234
H -4.604 9.217 -0.807
H -5.209 12.182 -1.101
H -6.914 9.698 -0.753
H -7.588 11.292 -0.418
H -7.942 12.342 -3.772
H -9.012 11.922 -2.427
H -7.618 12.985 -2.171
H -8.048 10.452 -4.845
H -6.517 11.236 -5.126
H -5.325 8.362 -4.509
H -5.123 7.666 -7.383
H -3.636 5.829 -6.493
H -4.168 6.235 -4.801
H -6.557 5.783 -5.406
H -6.061 5.358 -7.111
H -6.015 10.960 1.578
H -4.985 12.389 1.331
H -5.175 7.651 2.270
```

Computed properties:
Frontier orbital gap: 9.0 eV
Charge: 0
SMILES: CC(C)Cn1[nH]c(CC(=O)N2CC(CN(C)C(=O)CC(=O)NC3CC3)C2)cc1=O
HOMO level: -8.599 eV

---

# 6
The following is a DFT calculation (ωB97M-V/def2-TZVPD) of C20H32BN5NiO4P as an isolated structure.

The geometry in XYZ format:
```
64
C20H32BN5NiO4P | the OMol25 dataset | ωB97M-V/def2-TZVPD
Ni 0.280 -1.410 0.221
C 4.643 -1.382 0.986
C 3.228 -1.862 1.141
O 2.379 -1.682 0.263
N 2.943 -2.495 2.293
C 1.627 -3.037 2.598
C 0.692 -2.004 3.184
C 0.491 -1.902 4.551
C -0.387 -0.945 5.036
C -1.042 -0.124 4.132
C -0.790 -0.288 2.784
N 0.063 -1.203 2.319
H 4.941 -1.473 -0.056
H 5.335 -1.941 1.612
H 4.695 -0.326 1.255
H 3.665 -2.606 2.985
H 1.750 -3.867 3.289
H 1.185 -3.411 1.672
H 1.004 -2.572 5.228
H -0.564 -0.852 6.099
H -1.739 0.631 4.465
H -1.286 0.325 2.039
O -2.478 -0.868 -0.682
B -1.704 -1.832 -0.021
O -2.551 -2.671 0.704
C -3.831 -2.215 0.502
C -5.018 -2.684 1.021
C -6.172 -1.992 0.666
C -6.126 -0.885 -0.174
C -4.924 -0.422 -0.700
C -3.786 -1.112 -0.343
H -5.047 -3.548 1.671
H -7.127 -2.320 1.054
H -7.044 -0.369 -0.423
H -4.882 0.438 -1.355
C 0.111 3.309 0.326
N 0.368 2.972 -1.072
C 1.062 4.022 -1.808
P 0.682 1.388 -1.478
O 0.499 0.540 -0.259
N -0.321 1.021 -2.730
C -0.247 -0.322 -3.292
C -1.058 1.986 -3.525
N 2.227 1.229 -2.066
C 3.332 1.320 -1.121
C 2.609 1.384 -3.456
H -0.460 4.238 0.365
H 1.039 3.450 0.892
H -0.473 2.521 0.793
H 0.456 4.929 -1.786
H 1.205 3.735 -2.849
H 2.040 4.255 -1.371
H 0.206 -1.001 -2.572
H 0.345 -0.350 -4.214
H -1.253 -0.681 -3.505
H -1.168 2.915 -2.974
H -2.054 1.592 -3.735
H -0.565 2.190 -4.483
H 2.955 1.196 -0.107
H 3.844 2.286 -1.200
H 4.058 0.528 -1.324
H 1.729 1.393 -4.097
H 3.246 0.550 -3.763
H 3.166 2.314 -3.610
```

Computed properties:
Frontier orbital gap (alpha / beta): 8.2 / 7.6 eV
2S+1: 3
Charge: +1
HOMO level (alpha / beta): -10.522 / -10.502 eV

---

# 7
The following is a DFT calculation (ωB97M-V/def2-TZVPD) of a 6-piece molecular cluster, C20H32FO14S overall in a non-equilibrium geometry.

The geometry in XYZ format:
```
68
C20H32FO14S | the OMol25 dataset | ωB97M-V/def2-TZVPD
F 0.117 0.448 0.671
C -4.214 0.189 0.723
C -3.060 0.387 1.714
C -2.653 1.991 1.847
O -2.746 2.174 3.228
C -3.193 1.193 3.891
O -3.448 1.139 5.024
O -3.492 0.174 3.031
H -4.102 0.296 -0.302
H -5.059 0.700 1.091
H -4.479 -0.880 0.805
H -2.136 -0.335 1.397
H -3.509 2.482 1.451
H -1.735 2.326 1.515
C -1.549 -2.361 -1.470
C -2.054 -1.243 -2.516
C -0.950 -0.194 -2.731
O -0.644 -0.499 -4.052
C -1.464 -1.328 -4.581
O -1.511 -1.480 -5.780
O -2.272 -1.903 -3.672
H -2.421 -3.183 -1.177
H -1.194 -2.008 -0.545
H -0.886 -3.038 -1.826
H -2.836 -0.710 -1.995
H -0.055 -0.355 -2.091
H -1.215 0.870 -2.539
C 1.651 1.204 3.543
C 0.604 0.484 4.231
C 0.551 -0.999 3.833
O 0.198 -1.595 4.982
C 0.475 -0.899 6.098
O 0.627 -1.369 7.192
O 0.736 0.380 5.666
H 1.608 2.192 3.676
H 1.581 1.182 2.543
H 2.644 0.929 3.736
H -0.317 0.972 3.953
H 1.462 -1.293 3.619
H -0.231 -1.362 2.992
C 1.438 3.110 -3.442
C 0.295 3.597 -2.539
C 0.376 3.082 -1.113
O 0.832 4.208 -0.417
C 0.806 5.280 -1.091
O 0.966 6.352 -0.664
O 0.551 5.003 -2.369
H 1.384 1.993 -3.654
H 2.370 3.198 -3.007
H 1.500 3.691 -4.459
H -0.774 3.218 -2.973
H 0.916 2.086 -0.873
H -0.694 2.799 -0.943
C 2.292 -3.945 -1.746
C 2.570 -3.653 -0.258
C 2.514 -2.040 -0.186
S 3.290 -1.525 -1.699
O 4.721 -1.357 -1.550
O 2.540 -0.390 -2.235
C 3.177 -2.973 -2.602
H 1.319 -3.823 -1.873
H 2.283 -4.894 -2.041
H 3.333 -4.182 0.130
H 1.549 -3.810 0.210
H 3.069 -1.730 0.761
H 1.550 -1.651 -0.233
H 4.268 -3.498 -2.686
H 2.724 -2.827 -3.628
```

Computed properties:
Frontier orbital gap: 8.6 eV
Charge: -1
HOMO level: -6.486 eV

---

# 8
The following is a DFT calculation (ωB97M-V/def2-TZVPD) of C20H32LuN9OS as an isolated structure in a non-equilibrium geometry.

The geometry in XYZ format:
```
64
C20H32LuN9OS | the OMol25 dataset | ωB97M-V/def2-TZVPD
Lu 0.255 -0.035 -0.667
C -0.178 2.345 -3.042
C -0.017 3.104 -1.725
N -0.577 2.342 -0.590
C -2.048 2.394 -0.500
C -2.751 1.225 -1.153
C -4.114 1.301 -1.410
C -4.748 0.235 -2.027
C -3.983 -0.851 -2.418
C -2.625 -0.858 -2.127
C -1.773 -2.024 -2.575
N -0.325 -1.770 -2.461
C 0.307 -1.334 -3.725
C -0.020 0.125 -4.044
N 0.456 1.013 -2.968
N -2.025 0.141 -1.464
H 0.244 2.950 -3.854
H -1.242 2.204 -3.246
H -0.503 4.083 -1.827
H 1.046 3.275 -1.523
H -0.220 2.795 0.253
H -2.433 3.319 -0.949
H -2.338 2.408 0.557
H -4.667 2.184 -1.136
H -5.808 0.258 -2.219
H -4.426 -1.680 -2.943
H -2.048 -2.278 -3.607
H -2.035 -2.888 -1.954
H 0.112 -2.658 -2.212
H -0.021 -1.956 -4.569
H 1.392 -1.453 -3.622
H -1.104 0.239 -4.125
H 0.416 0.386 -5.016
H 1.461 1.156 -3.115
N 2.912 -3.596 -0.451
C 2.520 -2.319 -0.341
O 1.286 -2.023 -0.200
C 3.511 -1.287 -0.436
C 2.968 -0.037 -0.431
N 2.265 0.903 -0.449
C 4.889 -1.538 -0.549
N 6.007 -1.766 -0.644
H 2.271 -4.356 -0.291
H 3.884 -3.827 -0.581
C -0.465 -0.498 5.569
N -0.076 -0.837 4.209
C -0.815 -1.945 3.641
C 0.436 0.095 3.380
S -0.376 0.389 1.891
N 1.498 0.806 3.744
C 1.973 1.947 2.997
C 2.346 0.424 4.855
H -1.556 -0.429 5.612
H -0.058 0.463 5.864
H -0.134 -1.263 6.271
H -0.840 -2.746 4.378
H -0.297 -2.305 2.751
H -1.838 -1.666 3.374
H 1.150 2.405 2.451
H 2.753 1.655 2.287
H 2.389 2.672 3.696
H 2.132 -0.594 5.165
H 2.219 1.099 5.705
H 3.386 0.478 4.533
```

Computed properties:
Frontier orbital gap: 8.7 eV
Charge: +2
HOMO level: -14.007 eV

---

| no. | calculated total energy (eV) |
| --- | --- |
| 1 | -29809.2862 |
| 2 | -44740.0260 |
| 3 | -44738.8585 |
| 4 | -36883.2247 |
| 5 | -36883.2780 |
| 6 | -87907.6343 |
| 7 | -63473.5349 |
| 8 | -81165.3307 |